[1]
{
  "formula": "C48H51GeN8P2S4W",
  "method": "ωB97M-V with the def2-TZVPD basis set",
  "elements": ["W", "S", "C", "C", "N", "C", "S", "C", "N", "C", "P", "C", "C", "C", "C", "C", "C", "C", "P", "C", "C", "H", "H", "H", "H", "H", "H", "H", "H", "H", "H", "H", "H", "H", "H", "H", "H", "C", "N", "C", "N", "S", "H", "H", "H", "H", "H", "H", "C", "Ge", "C", "C", "C", "C", "C", "C", "C", "C", "C", "C", "C", "C", "C", "C", "C", "C", "H", "H", "H", "H", "H", "H", "H", "H", "H", "H", "H", "H", "H", "H", "H", "S", "C", "C", "C", "N", "C", "C", "C", "C", "C", "N", "C", "C", "H", "H", "H", "H", "H", "H", "H", "H", "N", "C", "C", "C", "N", "C", "C", "H", "H", "H", "H", "H", "H"],
  "xyz": [[-0.1658, -0.1801, 0.2356], [-0.7070, -0.9687, 3.4072], [-0.6964, -2.6731, 3.2560], [-1.5116, -3.4374, 4.1075], [-2.2369, -4.0073, 4.7877], [0.0598, -3.2686, 2.2660], [0.9356, -2.3067, 1.1269], [0.1475, -4.6579, 2.1200], [0.2290, -5.7890, 1.9433], [-1.6079, -2.3574, -2.8703], [-0.7424, -2.2771, -1.2382], [0.6329, -3.4338, -1.6333], [-1.8797, -3.2839, -0.2127], [-1.9413, -4.6669, -0.3368], [-2.7186, -5.4092, 0.5375], [-3.4548, -4.7733, 1.5242], [-3.4573, -3.3896, 1.6104], [-2.6775, -2.6362, 0.7413], [-2.6517, -0.8126, 0.7016], [-4.0090, -0.5551, -0.5318], [-3.6481, -0.3075, 2.1587], [-1.7095, -3.4134, -3.1217], [-1.0040, -1.8668, -3.6333], [-2.6012, -1.9154, -2.8562], [0.7096, -4.2211, -0.8829], [1.5720, -2.8814, -1.6361], [0.4804, -3.8780, -2.6157], [-1.3635, -5.1710, -1.0987], [-2.7448, -6.4846, 0.4475], [-4.0332, -5.3485, 2.2312], [-4.0595, -2.9112, 2.3680], [-4.9283, -0.9604, -0.1057], [-3.8270, -1.0748, -1.4682], [-4.1444, 0.5076, -0.7334], [-4.5459, -0.9268, 2.1795], [-3.9578, 0.7293, 2.0415], [-3.1126, -0.4162, 3.0998], [3.4124, -1.4135, 3.9028], [2.6091, -0.6067, 3.0115], [3.0884, 0.1934, 2.0785], [4.3810, 0.4852, 1.9886], [2.0560, 0.9767, 0.9479], [2.7677, -1.8074, 4.6812], [4.1900, -0.8165, 4.3760], [3.8691, -2.2508, 3.3708], [1.6023, -0.7981, 2.9936], [5.0631, 0.0937, 2.6171], [4.6922, 1.1221, 1.2725], [2.0271, 1.9790, -2.0095], [1.5537, 0.0197, -1.7638], [1.1060, -0.4722, -3.6757], [0.3215, 0.3622, -4.4649], [0.1425, 0.1167, -5.8154], [0.7462, -0.9802, -6.4055], [1.5369, -1.8186, -5.6369], [1.7071, -1.5687, -4.2865], [3.4313, -0.7313, -1.5942], [3.7649, -1.5136, -0.5114], [5.0739, -1.9291, -0.2508], [6.0854, -1.5407, -1.0842], [5.8020, -0.7642, -2.2237], [6.8397, -0.3657, -3.0908], [6.5804, 0.3807, -4.2089], [5.2630, 0.7407, -4.5099], [4.2350, 0.3678, -3.6832], [4.4627, -0.3722, -2.5049], [3.1037, 2.0695, -2.1210], [1.7363, 2.5996, -1.1680], [1.5699, 2.3751, -2.9104], [-0.1392, 1.2304, -4.0156], [-0.4501, 0.7932, -6.4134], [0.6134, -1.1745, -7.4586], [2.0421, -2.6553, -6.0981], [2.3503, -2.2184, -3.7093], [2.9965, -1.8156, 0.1864], [5.2746, -2.5495, 0.6102], [7.1065, -1.8300, -0.8920], [7.8493, -0.6642, -2.8540], [7.3792, 0.6848, -4.8645], [5.0559, 1.3101, -5.4028], [3.2226, 0.6260, -3.9433], [-1.4533, 5.2491, 4.4726], [-1.2847, 3.7809, 3.5054], [-0.1580, 2.9852, 3.7010], [0.0357, 1.8801, 2.9062], [-0.7604, 1.5329, 1.8808], [-1.8609, 2.2873, 1.7243], [-2.1736, 3.3779, 2.5081], [-3.0564, 4.9230, 5.2371], [-3.0418, 4.3433, 6.4961], [-4.2677, 4.0906, 7.0990], [-5.4109, 4.3818, 6.5188], [-5.4215, 4.9533, 5.3351], [-4.2576, 5.2562, 4.6353], [0.5482, 3.2184, 4.4788], [0.8698, 1.2371, 3.1320], [-2.5298, 2.0198, 0.9111], [-3.0829, 3.9255, 2.3196], [-2.1180, 4.1063, 7.0012], [-4.3288, 3.6406, 8.0788], [-6.3958, 5.1851, 4.9306], [-4.3016, 5.7520, 3.6777], [-2.4200, 4.2600, -3.7367], [-1.9856, 3.3699, -2.8397], [-1.1589, 3.7285, -1.7567], [-0.7011, 2.7727, -0.8856], [-0.9884, 1.4559, -0.9897], [-1.7800, 1.1167, -2.0280], [-2.3065, 2.0004, -2.9305], [-2.1546, 5.2283, -3.6864], [-2.9907, 3.9700, -4.5103], [-0.8713, 4.7584, -1.6235], [-0.0580, 3.0675, -0.0645], [-1.9565, 0.0566, -2.1470], [-2.9334, 1.6407, -3.7319]],
  "forces_ev_per_angstrom": [[-0.052, -0.704, 4.111], [-0.160, 0.276, -0.605], [1.433, 0.166, -1.369], [-0.078, -0.254, 0.543], [-0.299, -0.272, 0.248], [-1.178, 1.228, 0.903], [0.203, 0.588, -0.946], [0.042, -0.618, -0.171], [0.089, -0.412, -0.018], [0.109, 0.576, 0.119], [-0.325, -0.879, -0.395], [0.210, 0.244, -0.011], [-0.056, 0.382, 0.206], [0.055, 0.204, -0.125], [-0.185, 0.024, -0.041], [-0.009, -0.042, -0.094], [-0.032, 0.206, -0.115], [0.420, 0.006, -0.128], [-1.037, -0.981, 0.169], [0.360, 0.284, -0.077], [0.283, 0.227, 0.124], [-0.001, 0.007, 0.115], [-0.019, -0.029, -0.047], [-0.035, 0.005, 0.018], [-0.077, 0.156, -0.011], [0.065, -0.114, -0.033], [-0.065, 0.093, -0.037], [0.065, -0.089, 0.018], [0.051, -0.067, 0.044], [-0.036, -0.056, 0.035], [0.001, -0.032, 0.090], [0.116, 0.027, 0.064], [0.073, 0.015, -0.009], [-0.103, 0.033, -0.035], [0.062, 0.056, -0.128], [-0.069, -0.015, -0.005], [-0.046, 0.023, -0.152], [0.242, -0.150, 0.109], [0.099, 0.287, -0.222], [-0.247, -0.520, 0.419], [-0.135, 0.007, 0.191], [-0.374, 0.387, -0.756], [-0.032, -0.008, 0.060], [0.015, 0.018, 0.090], [0.016, 0.012, -0.010], [0.225, 0.112, -0.047], [0.016, 0.022, 0.007], [0.023, -0.143, -0.074], [-0.455, -0.284, 0.348], [1.985, 0.400, -1.921], [-0.300, -0.075, 0.743], [0.032, 0.105, 0.222], [-0.092, 0.073, -0.090], [-0.003, -0.031, -0.037], [0.029, -0.098, -0.090], [0.044, -0.097, 0.226], [-0.815, -0.431, 0.694], [-0.479, 0.216, -0.285], [0.529, -0.061, -0.118], [-0.231, -0.184, 0.308], [-0.176, 0.142, -0.071], [0.065, 0.216, -0.358], [0.282, -0.246, 0.324], [-0.499, -0.045, 0.128], [0.135, 0.233, -0.343], [0.216, 0.017, -0.081], [0.062, -0.204, 0.070], [0.054, 0.072, -0.027], [-0.166, 0.006, -0.144], [0.035, 0.102, -0.126], [-0.084, 0.049, -0.064], [0.004, 0.000, -0.101], [-0.001, -0.076, -0.005], [0.109, -0.066, 0.019], [0.133, 0.012, -0.038], [0.065, -0.088, 0.083], [0.153, -0.068, 0.027], [0.141, -0.041, 0.014], [0.153, 0.014, -0.067], [-0.046, 0.051, -0.095], [0.023, 0.137, -0.113], [-0.421, -0.008, 0.031], [0.150, -0.110, -0.019], [-0.395, 0.100, -0.211], [0.264, -0.140, 0.158], [-0.209, 0.175, -0.621], [-0.306, 0.028, -0.014], [0.087, -0.006, 0.104], [0.518, 0.015, -0.104], [-0.180, -0.019, 0.055], [0.540, 0.000, -0.024], [-0.922, -0.205, 0.475], [0.281, 0.192, -0.453], [-0.090, -0.006, 0.069], [0.101, -0.028, 0.143], [-0.055, 0.056, -0.124], [0.158, 0.065, 0.096], [-0.085, 0.060, -0.041], [0.079, -0.018, -0.025], [0.074, -0.062, 0.128], [-0.081, 0.074, -0.144], [0.044, 0.048, -0.071], [0.028, -0.072, 0.118], [0.066, -0.203, 0.106], [0.035, -0.189, 0.199], [0.204, 0.510, -0.054], [0.103, -0.346, -0.425], [-0.328, -0.054, -0.426], [-0.009, -0.037, 0.155], [-0.017, 0.017, 0.004], [-0.045, 0.040, -0.066], [0.097, 0.116, 0.132], [-0.072, -0.048, -0.071], [-0.116, 0.142, -0.065], [-0.022, -0.124, -0.070]],
  "mulliken_spin": [0.897, -0.024, 0.023, 0.002, 0.003, 0.006, 0.051, 0.011, 0.000, -0.011, 0.019, -0.001, -0.029, 0.001, 0.002, 0.000, -0.004, 0.021, 0.003, 0.000, 0.005, -0.001, 0.002, 0.001, -0.001, 0.000, 0.001, 0.000, 0.000, 0.000, 0.001, -0.001, 0.002, 0.000, -0.002, 0.000, -0.001, 0.006, 0.018, 0.020, -0.003, -0.046, -0.001, 0.000, -0.001, -0.008, 0.000, 0.000, 0.007, 0.058, 0.013, -0.005, -0.001, -0.001, 0.001, -0.007, -0.002, 0.004, 0.002, 0.000, -0.001, 0.000, 0.000, 0.002, 0.000, -0.003, 0.001, 0.001, 0.001, 0.000, 0.000, 0.000, 0.000, 0.000, -0.014, 0.000, 0.000, 0.000, 0.000, 0.000, -0.003, 0.001, 0.003, -0.001, -0.017, -0.035, 0.015, 0.013, 0.000, 0.001, 0.000, 0.000, 0.000, 0.000, 0.000, 0.013, -0.002, 0.000, 0.000, 0.000, 0.000, 0.000, 0.005, 0.005, -0.004, 0.000, -0.021, -0.010, 0.005, 0.000, 0.000, 0.000, 0.001, 0.015, 0.001],
  "total_charge": 2,
  "multiplicity": 2,
  "e_tot_ha": -6716.748335,
  "homo_ev": [-12.08, -12.07]
}


[2]
{
  "formula": "C20H25N3O",
  "method": "ωB97M-V with the def2-TZVPD basis set",
  "elements": ["H", "N", "C", "C", "C", "C", "C", "C", "C", "C", "N", "N", "C", "O", "C", "C", "C", "C", "C", "C", "C", "C", "C", "C", "C", "H", "H", "H", "H", "H", "H", "H", "H", "H", "H", "H", "H", "H", "H", "H", "H", "H", "H", "H", "H", "H", "H", "H", "H"],
  "xyz": [[3.8959, -0.5473, -0.2789], [2.9061, -0.7489, -0.2137], [2.4764, -1.8195, 0.4268], [3.2678, -2.8403, 1.0501], [4.6471, -2.9712, 1.0346], [5.1959, -4.0990, 1.6834], [4.3932, -5.0969, 2.2277], [3.0039, -4.9214, 2.1867], [2.4507, -3.8025, 1.5587], [1.0026, -3.4153, 1.2835], [1.1400, -2.1298, 0.5907], [0.1506, -1.5159, -0.2551], [-1.2049, -1.3327, 0.0114], [-1.7273, -1.8798, 0.9620], [-2.0482, -0.5703, -0.9782], [-1.8784, 0.9594, -0.8471], [-2.2031, 1.4503, 0.6378], [-2.1380, 2.9575, 0.7034], [-0.6826, 3.3979, 0.3292], [-0.3478, 3.0033, -1.0919], [-1.4048, 3.5956, -2.0557], [-2.8620, 3.1508, -1.7250], [-3.1402, 3.5886, -0.2867], [-2.8982, 1.6284, -1.7799], [-0.4547, 1.4529, -1.1840], [5.3067, -2.2149, 0.5701], [6.2744, -4.2268, 1.6854], [4.7847, -5.9911, 2.7132], [2.3786, -5.7235, 2.6054], [0.4961, -3.2592, 2.2536], [0.4885, -4.1816, 0.6656], [0.5248, -0.9399, -1.0166], [-3.0737, -0.8729, -0.7621], [-1.7905, -0.8996, -1.9876], [-1.4914, 1.0016, 1.3425], [-3.1948, 1.1381, 0.9214], [-2.4292, 3.3106, 1.7155], [-0.6330, 4.4731, 0.5204], [0.0329, 2.9519, 1.0235], [0.6227, 3.3945, -1.4057], [-1.1675, 3.3625, -3.0895], [-1.3064, 4.7122, -2.0272], [-3.5636, 3.6080, -2.4625], [-3.1141, 4.6788, -0.2809], [-4.1403, 3.2858, 0.0183], [-2.6823, 1.2923, -2.8029], [-3.9233, 1.3652, -1.5149], [-0.1924, 1.1772, -2.2149], [0.2532, 1.0639, -0.4597]],
  "forces_ev_per_angstrom": [[0.004, -0.756, 0.376], [-2.246, -1.331, 0.649], [0.974, 3.910, -2.172], [1.062, -0.286, -0.288], [0.809, -0.447, 0.776], [0.326, 0.488, -0.819], [-1.006, 0.655, 0.116], [-0.386, -0.708, 0.030], [-0.555, -0.956, 0.513], [-0.389, -0.469, 0.377], [-0.292, 0.561, -0.497], [0.279, 0.193, -0.476], [0.793, -1.476, 1.008], [0.045, 0.034, 0.459], [0.878, 0.488, -0.048], [-0.552, 0.783, 1.196], [0.427, -0.627, -1.088], [0.646, 0.806, -0.317], [-0.788, 0.452, 1.060], [-1.522, -0.406, -0.621], [-0.110, 1.306, 0.050], [1.471, 0.219, 0.043], [-0.124, -0.044, -0.195], [-0.103, 0.137, -0.499], [-0.007, 0.764, -0.254], [-0.518, -0.534, 0.351], [-0.098, 0.067, 0.041], [0.112, 0.346, -0.224], [0.128, 0.508, -0.225], [-0.206, -0.245, -0.617], [0.115, 0.510, 0.407], [0.469, -0.590, 0.661], [0.077, 0.125, -0.022], [-0.044, 0.146, -0.150], [-0.106, 0.034, -0.087], [-0.478, -0.447, 0.074], [0.452, -0.212, -0.422], [0.191, 0.134, -0.367], [-0.003, -0.157, 0.058], [0.118, -0.370, 0.160], [0.104, -0.384, -0.227], [-0.296, -0.674, 0.162], [0.372, -0.365, 0.606], [0.102, 0.107, 0.380], [-0.278, -0.009, -0.014], [-0.233, -0.032, 0.015], [-0.015, -0.573, -0.020], [0.129, -0.297, 0.200], [0.269, -0.378, -0.120]],
  "mulliken_charge": [0.152, -0.758, 0.262, 0.886, -0.724, -0.549, -0.494, -0.573, 0.179, -0.428, 0.042, -0.169, 0.175, -0.622, -1.397, 2.238, -1.623, 0.603, -1.483, 0.370, -1.460, 0.476, -1.449, -1.878, -1.833, 0.243, 0.371, 0.370, 0.372, 0.224, 0.294, 0.484, 0.485, 0.518, 0.494, 0.439, 0.232, 0.499, 0.502, 0.363, 0.504, 0.487, 0.272, 0.517, 0.497, 0.491, 0.457, 0.309, 0.636],
  "e_tot_ha": -1016.625668,
  "homo_ev": -8.37
}


[3]
{
  "formula": "C3H7N3O2",
  "method": "ωB97M-V with the def2-TZVPD basis set",
  "elements": ["C", "C", "N", "N", "O", "N", "C", "O", "H", "H", "H", "H", "H", "H", "H"],
  "xyz": [[1.5546, 1.8502, -0.2742], [1.1447, 0.4240, -0.0182], [1.7204, -0.5735, -0.5373], [1.2713, -1.8242, -0.0278], [0.0669, 0.3348, 0.9263], [-1.0132, -0.3656, 0.4915], [-2.0796, 0.3663, 0.0266], [-2.9253, -0.1757, -0.6372], [1.9306, 2.4121, 0.6337], [2.3059, 1.8235, -1.0353], [0.6359, 2.3934, -0.6170], [1.8869, -2.5470, -0.5512], [1.4470, -2.0107, 0.9583], [-0.7671, -1.2202, -0.0760], [-2.1409, 1.3760, 0.4849]],
  "forces_ev_per_angstrom": [[-1.197, 0.363, 0.680], [-0.713, 0.783, 0.800], [-0.216, -0.101, 1.247], [1.530, -2.315, -2.329], [2.364, 0.785, 0.261], [-0.555, -1.653, -1.680], [-0.048, -0.579, 0.671], [-0.355, 0.446, -0.288], [-0.403, -0.977, -0.857], [0.427, 0.258, -0.429], [0.885, -0.283, 0.129], [-1.565, 1.588, 1.213], [0.013, 0.799, 0.028], [-0.234, 0.995, 0.976], [0.068, -0.108, -0.421]],
  "mulliken_charge": [-0.893, 0.580, -0.311, -0.524, -0.304, -0.140, 0.095, -0.539, 0.255, 0.342, 0.237, 0.270, 0.227, 0.366, 0.339],
  "e_tot_ha": -433.154799,
  "homo_ev": -9.35
}


[4]
{
  "formula": "C5H9N2S",
  "method": "ωB97M-V with the def2-TZVPD basis set",
  "elements": ["N", "C", "N", "C", "C", "C", "C", "S", "H", "H", "H", "H", "H", "H", "H", "H", "H"],
  "xyz": [[-1.6143, 1.8932, 0.0660], [-0.6832, 0.9616, -0.0724], [0.6120, 1.0759, -0.0984], [1.6139, 0.0493, 0.0765], [1.1062, -1.2830, -0.3508], [-0.2985, -1.4602, 0.3045], [-1.2534, -0.4087, -0.0707], [-2.9025, -0.4897, -0.0812], [-2.6258, 1.6087, -0.0887], [-1.2441, 2.8980, 0.0307], [1.0918, 1.9624, -0.3502], [1.7850, 0.1042, 1.2091], [2.4978, 0.5602, -0.2239], [1.7858, -2.1388, -0.1668], [0.9835, -1.2249, -1.4420], [-0.3908, -1.5868, 1.4027], [-0.4634, -2.5215, -0.1445]],
  "forces_ev_per_angstrom": [[1.985, 2.999, -0.840], [-1.687, -0.314, 0.276], [0.404, 2.545, -1.315], [0.378, 0.437, 3.631], [0.195, 0.441, -0.069], [0.888, -3.718, -1.707], [-2.368, -0.293, 0.794], [1.432, -1.189, -0.369], [1.542, 0.446, 0.245], [-1.375, -1.867, 0.113], [-1.218, -0.454, 0.624], [-0.157, -0.730, -1.132], [1.034, -0.647, -1.235], [-0.417, 0.684, 0.244], [-0.224, -0.298, 0.165], [0.678, 0.156, -0.430], [-1.091, 1.803, 1.007]],
  "mulliken_charge": [-0.328, 0.408, -0.181, -0.707, -0.601, -0.421, 0.320, -0.265, 0.195, 0.275, 0.288, 0.313, 0.390, 0.410, 0.304, 0.317, 0.284],
  "total_charge": 1,
  "e_tot_ha": -703.335143,
  "homo_ev": -13.61
}


[5]
{
  "formula": "CH2Cl3N4",
  "method": "ωB97M-V with the def2-TZVPD basis set",
  "elements": ["N", "N", "C", "N", "Cl", "N", "Cl", "Cl", "H", "H"],
  "xyz": [[-0.6710, 1.6422, 0.2808], [-1.2511, 0.9455, -0.4216], [-0.7504, -0.2652, -0.8926], [0.2582, -0.7540, 0.0538], [-0.1216, -2.0971, 1.1296], [0.8935, 0.2789, 0.6677], [1.2098, 0.2979, 2.3390], [2.1929, 0.8687, -0.3854], [-1.5641, -1.0188, -0.9099], [-0.1961, 0.1018, -1.8614]],
  "forces_ev_per_angstrom": [[-1.127, -0.570, -0.673], [0.465, 3.633, 2.553], [1.320, -2.725, -1.782], [0.154, -1.318, 1.026], [-0.236, 0.927, -1.084], [0.171, 1.451, -0.804], [0.170, -0.154, -0.506], [-0.310, -0.271, 0.787], [0.707, 0.396, -0.873], [-1.314, -1.368, 1.355]],
  "mulliken_charge": [0.082, 0.230, -0.230, 0.064, 0.078, -0.143, 0.169, 0.120, 0.306, 0.324],
  "total_charge": 1,
  "e_tot_ha": -1638.392937,
  "homo_ev": [-14.72, -14.72]
}